(1)
DFT (the ωB97M-V functional and the def2-TZVPD basis) results for a 16-piece molecular cluster, C44H129F3N11O15 overall.

Atoms and positions in Å:
N 1.88 -3.35 -3.96
H 1.72 -2.88 -4.83
H 2.86 -3.58 -3.91
H 1.40 -4.25 -3.96
H 1.55 -2.83 -3.16
N -0.29 -3.57 -1.13
H -0.05 -4.19 -1.89
H 0.28 -2.74 -1.18
H -0.10 -4.16 -0.33
H -1.27 -3.32 -1.18
C 1.06 -0.22 -1.39
O 0.06 -0.37 -0.40
O 1.43 -1.55 -1.73
C 0.55 0.75 -2.53
F -0.45 1.50 -2.09
F 1.43 1.64 -2.99
F 0.12 0.07 -3.59
C -0.03 0.64 0.64
C -1.12 0.16 1.63
H -1.11 0.69 2.58
H -2.10 0.17 1.17
H -0.96 -0.90 1.86
H -0.30 1.64 0.30
H 0.81 0.69 1.32
H 1.88 0.33 -0.94
C 0.83 2.61 3.86
O 1.19 3.90 4.22
H 1.47 1.88 4.36
H -0.21 2.30 3.97
H 0.98 2.55 2.79
H 0.73 4.06 5.05
C -0.87 4.41 -4.15
O -0.87 4.74 -5.52
H -1.10 5.36 -3.65
H -1.66 3.74 -3.79
H 0.12 4.08 -3.84
H -0.15 5.35 -5.67
C 1.63 2.76 -6.26
O 0.89 3.36 -7.35
H 0.88 2.34 -5.59
H 2.36 2.01 -6.56
H 2.33 3.46 -5.81
H 0.06 3.72 -7.05
C -5.33 0.78 2.19
O -5.91 2.05 2.08
H -5.98 0.17 2.81
H -5.24 0.17 1.29
H -4.36 0.85 2.70
H -6.81 1.85 1.82
C -2.53 -3.61 2.05
C -3.90 -4.05 2.53
C -4.65 -2.92 3.37
O -5.90 -3.42 3.90
C -5.82 -4.36 4.93
N -4.64 -4.51 1.34
H -2.65 -2.76 1.39
H -2.08 -4.42 1.49
H -1.84 -3.31 2.84
H -3.71 -4.93 3.15
H -4.91 -2.08 2.73
H -4.00 -2.47 4.13
H -6.82 -4.53 5.34
H -5.05 -3.99 5.60
H -5.53 -5.35 4.57
H -4.85 -3.70 0.77
H -5.56 -4.73 1.70
C -4.68 0.39 6.15
C -3.43 0.98 6.85
C -2.12 0.64 6.09
O -2.03 -0.75 5.99
C -0.89 -1.20 5.31
N -3.55 2.46 6.87
H -4.65 0.62 5.08
H -5.65 0.74 6.49
H -4.71 -0.70 6.15
H -3.39 0.63 7.88
H -1.20 1.00 6.55
H -2.16 1.01 5.06
H 0.03 -0.65 5.48
H -1.07 -1.23 4.23
H -0.62 -2.19 5.68
H -4.01 2.90 6.09
H -2.59 2.77 6.93
C 4.49 2.41 -0.51
C 4.16 3.50 0.46
C 2.98 4.39 -0.10
O 1.82 3.62 -0.13
C 0.69 4.49 -0.34
N 3.72 2.78 1.65
H 4.87 2.75 -1.47
H 3.63 1.75 -0.68
H 5.21 1.69 -0.11
H 5.05 4.08 0.70
H 3.16 4.84 -1.08
H 2.73 5.08 0.71
H 0.49 5.17 0.49
H -0.20 3.86 -0.41
H 0.75 5.04 -1.28
H 2.72 2.64 1.56
H 3.67 3.39 2.45
C 4.22 0.30 -4.11
C 5.02 -0.25 -5.30
C 6.53 -0.53 -5.07
O 7.19 0.57 -4.43
C 7.68 1.54 -5.35
N 4.31 -1.47 -5.64
H 3.14 0.29 -4.26
H 4.48 1.36 -4.11
H 4.39 -0.26 -3.19
H 4.99 0.47 -6.12
H 7.09 -0.79 -5.97
H 6.56 -1.38 -4.40
H 6.86 1.99 -5.92
H 8.40 1.15 -6.07
H 8.30 2.32 -4.91
H 4.82 -1.85 -6.43
H 4.42 -2.22 -4.98
C -2.67 -1.43 -2.82
C -3.33 -1.83 -1.49
C -4.86 -1.65 -1.44
O -5.35 -2.11 -0.16
C -6.78 -2.03 0.00
N -2.97 -3.16 -1.24
H -1.63 -1.78 -2.84
H -2.73 -0.37 -3.06
H -3.27 -1.97 -3.55
H -2.90 -1.21 -0.70
H -5.40 -2.26 -2.16
H -5.14 -0.60 -1.48
H -7.12 -2.95 -0.47
H -7.25 -1.21 -0.55
H -7.02 -1.98 1.06
H -3.31 -3.70 -2.02
H -3.52 -3.46 -0.45
C 6.35 -0.64 2.37
C 4.92 -0.91 2.69
C 4.28 -0.23 3.91
O 2.93 -0.66 4.02
C 2.80 -1.77 4.90
N 4.12 -0.50 1.54
H 6.66 -1.34 1.60
H 6.95 -0.78 3.27
H 6.50 0.35 1.94
H 4.72 -1.96 2.86
H 4.52 0.83 3.78
H 4.90 -0.40 4.79
H 3.38 -2.69 4.77
H 1.78 -2.17 4.94
H 2.93 -1.36 5.90
H 3.19 -0.59 1.93
H 4.15 0.51 1.51
C 1.41 -2.89 1.67
C 2.00 -4.22 1.14
C 3.10 -4.86 2.01
O 4.30 -4.19 1.74
C 5.42 -4.69 2.43
N 0.85 -5.05 0.96
H 2.21 -2.22 1.98
H 0.82 -3.13 2.56
H 0.79 -2.33 0.99
H 2.38 -4.02 0.14
H 3.28 -5.90 1.72
H 2.86 -4.82 3.07
H 5.45 -4.41 3.48
H 6.34 -4.30 2.01
H 5.48 -5.77 2.41
H 0.56 -5.40 1.86
H 1.08 -5.94 0.55
C -2.40 3.74 2.01
C -2.59 4.18 3.48
C -2.83 5.69 3.70
O -4.03 6.08 3.06
C -4.43 7.47 3.24
N -3.84 3.57 3.85
H -3.16 3.98 1.27
H -2.34 2.65 1.95
H -1.46 4.14 1.63
H -1.74 3.91 4.09
H -1.98 6.37 3.60
H -3.00 5.82 4.77
H -3.75 8.14 2.72
H -4.41 7.72 4.30
H -5.40 7.67 2.80
H -4.39 4.42 3.94
H -4.18 3.11 3.02
C -1.26 -1.32 -6.04
C 0.09 -1.50 -6.82
C 0.24 -0.38 -7.88
O -0.83 -0.35 -8.77
C -0.73 0.52 -9.88
N 1.20 -1.46 -5.92
H -1.42 -0.29 -5.70
H -1.28 -1.93 -5.13
H -2.12 -1.54 -6.67
H 0.05 -2.52 -7.21
H 1.17 -0.65 -8.38
H 0.28 0.64 -7.51
H -1.64 0.58 -10.47
H 0.07 0.15 -10.51
H -0.57 1.54 -9.51
H 2.09 -1.21 -6.32
H 0.99 -0.64 -5.38

Results
* electronic energy: -102961.57282 eV
* orbital gap: 7.23 eV
* net charge: +1

(2)
DFT (the ωB97M-V functional and the def2-TZVPD basis) results for C7H21O4Y as an isolated structure.

Atoms and positions in Å:
Y -4.02 2.45 -0.12
C -1.32 0.16 0.33
O -2.64 0.58 0.29
H -0.73 0.55 1.16
H -1.25 -0.93 0.29
H -0.88 0.60 -0.56
C 1.18 3.33 -0.10
C 2.55 2.66 -0.34
O 3.17 2.68 0.93
H 0.66 2.72 0.63
H 0.50 3.44 -0.95
H 1.39 4.34 0.26
H 3.22 3.28 -0.95
H 2.40 1.63 -0.67
H 4.06 2.33 0.94
C 2.04 -0.47 1.93
C 2.30 -0.92 0.48
O 3.70 -0.88 0.28
H 2.15 0.61 2.08
H 2.70 -0.92 2.67
H 1.00 -0.68 2.19
H 1.77 -0.47 -0.37
H 2.11 -1.99 0.51
H 4.00 0.03 0.14
C -3.39 -3.36 -0.60
C -3.31 -2.65 -1.94
O -3.84 -1.32 -1.70
H -2.95 -4.35 -0.62
H -4.36 -3.29 -0.11
H -2.80 -2.75 0.09
H -3.83 -3.01 -2.83
H -2.29 -2.51 -2.31
H -3.29 -0.91 -1.03

Results
* energy relative to the best compared isomer or geometry (same formula, charge and spin): 1.723 eV
* electronic energy: -16808.99979 eV
* orbital gap: 2.22 eV
* net charge: +2

(3)
DFT (the ωB97M-V functional and the def2-TZVPD basis) results for an isolated molecule of C6H8S.

Atoms and positions in Å:
C -0.88 -0.63 -0.10
C -1.80 -1.50 -0.39
C 0.33 1.24 -0.64
C 1.02 0.11 1.28
C -0.32 0.52 0.58
C 1.00 -0.04 -1.18
S 2.07 -0.62 0.00
H -1.87 -2.36 -1.05
H -2.80 -1.47 0.13
H -0.38 1.64 -1.27
H 0.99 2.04 -0.38
H 1.27 1.00 1.71
H 0.77 -0.70 2.10
H -0.71 1.02 1.44
H 1.32 -0.25 -2.24

Results
* energy relative to the best compared isomer or geometry (same formula, charge and spin): 4.396 eV
* electronic energy: -17182.07535 eV
* orbital gap (alpha / beta): 7.89 / 7.89 eV

(4)
DFT (the ωB97M-V functional and the def2-TZVPD basis) results for a 4-piece molecular cluster, C28H61N3O3 overall.

Atoms and positions in Å:
C -1.82 -5.33 -4.48
C -1.10 -4.28 -3.58
C -1.82 -2.95 -3.72
N -1.34 -1.79 -2.82
C -2.14 -0.56 -3.22
C -1.64 0.16 -4.47
C -0.16 0.29 -4.58
C 0.52 -1.06 -4.34
C 0.17 -1.53 -2.94
C -1.83 -2.19 -1.43
H -1.78 -5.17 -5.56
H -2.89 -5.29 -4.30
H -1.50 -6.35 -4.30
H -0.04 -4.08 -3.69
H -1.09 -4.58 -2.53
H -2.89 -3.12 -3.66
H -1.72 -2.54 -4.73
H -3.20 -0.77 -3.35
H -2.10 0.05 -2.31
H -2.02 -0.20 -5.42
H -2.09 1.15 -4.34
H 0.17 0.57 -5.58
H 0.17 0.92 -3.76
H 0.24 -1.92 -4.96
H 1.54 -0.83 -4.63
H 0.67 -2.45 -2.65
H 0.41 -0.86 -2.11
H -1.54 -3.17 -1.05
H -2.91 -2.24 -1.48
H -1.38 -1.51 -0.70
C -0.04 4.11 4.79
C -0.62 4.05 3.37
C -2.03 3.44 3.40
N -2.44 2.72 2.10
C -3.83 2.10 2.35
C -4.46 1.53 1.07
C -4.54 2.62 -0.03
C -3.11 3.20 -0.33
C -2.50 3.77 0.98
C -1.52 1.62 1.65
H 0.95 4.57 4.81
H -0.02 3.14 5.28
H -0.74 4.69 5.39
H 0.15 3.61 2.74
H -0.79 5.05 2.95
H -2.81 4.18 3.54
H -2.09 2.63 4.13
H -4.44 2.95 2.67
H -3.71 1.43 3.20
H -5.44 1.16 1.35
H -3.93 0.70 0.60
H -5.15 3.45 0.33
H -5.02 2.28 -0.95
H -3.14 3.93 -1.14
H -2.56 2.42 -0.87
H -3.14 4.56 1.37
H -1.46 4.09 0.91
H -0.48 1.91 1.50
H -1.84 1.13 0.73
H -1.55 0.81 2.38
C 6.10 -1.60 -1.08
C 5.54 -1.14 0.30
C 4.06 -0.79 0.38
N 3.37 -0.82 1.76
C 1.83 -0.85 1.63
C 1.09 -1.22 2.92
C 1.48 -2.54 3.51
C 2.89 -2.34 3.84
C 3.77 -2.14 2.55
C 3.66 0.42 2.60
H 7.16 -1.35 -1.14
H 5.68 -1.10 -1.95
H 6.07 -2.66 -1.32
H 5.98 -0.21 0.66
H 5.88 -1.89 1.02
H 3.51 -1.61 -0.10
H 3.73 0.09 -0.16
H 1.57 -1.56 0.85
H 1.55 0.16 1.32
H 0.08 -1.44 2.55
H 0.98 -0.52 3.75
H 1.29 -3.33 2.77
H 0.87 -2.81 4.37
H 3.23 -3.28 4.29
H 3.18 -1.58 4.57
H 3.72 -2.97 1.84
H 4.75 -2.03 2.99
H 3.17 1.30 2.20
H 4.74 0.56 2.57
H 3.39 0.44 3.66
O 0.77 3.48 -1.81
C 0.82 2.31 -1.15
O -0.24 1.60 -1.17
O 1.85 2.02 -0.50
H -0.15 3.18 -2.02

Results
* energy relative to the best compared isomer or geometry (same formula, charge and spin): 3.714 eV
* electronic energy: -40622.85848 eV
* orbital gap: 8.41 eV
* net charge: +2

(5)
DFT (the ωB97M-V functional and the def2-TZVPD basis) results for a 2-piece molecular cluster, C2H9NO2 overall.

Atoms and positions in Å:
C 0.93 1.22 2.13
O 1.37 0.92 0.80
H 0.58 2.25 2.15
H 0.28 0.46 2.59
H 1.73 1.25 2.87
H 1.67 0.01 0.92
N -1.28 0.01 -0.88
C -0.44 -1.04 -1.59
O -1.19 -2.08 -2.18
H -1.24 0.86 -1.43
H -0.71 0.25 -0.04
H 0.40 -0.67 -2.18
H -0.01 -1.64 -0.79
H -2.09 -1.79 -2.38

Results
* energy relative to the best compared isomer or geometry (same formula, charge and spin): 1.045 eV
* SMILES string: NCO.CO
* electronic energy: -7803.68094 eV
* orbital gap: 10.61 eV

(6)
DFT (the ωB97M-V functional and the def2-TZVPD basis) results for C10H11O3P as an isolated structure.

Atoms and positions in Å:
O -1.38 -3.16 1.57
O 1.37 -3.08 1.08
O 0.41 -2.05 3.42
C -0.87 3.06 -0.40
C 0.40 2.76 0.13
C -1.87 2.11 -0.62
C 0.65 1.44 0.60
C -1.62 0.80 -0.16
C -0.40 0.44 0.43
P 0.16 -3.07 2.20
C -1.45 -1.90 0.78
C 1.19 -1.70 0.71
C -0.15 -0.83 2.74
C -0.19 -0.91 1.14
H -1.04 4.16 -0.61
H 1.20 3.51 0.20
H -2.90 2.44 -0.76
H 1.51 1.12 1.20
H -2.37 -0.10 -0.23
H -2.34 -1.47 1.20
H -1.53 -2.02 -0.30
H 2.05 -1.01 1.12
H 1.17 -1.66 -0.42
H -1.16 -0.59 3.15
H 0.37 0.10 2.95

Results
* energy relative to the best compared isomer or geometry (same formula, charge and spin): 2.542 eV
* electronic energy: -25976.37097 eV
* orbital gap: 7.61 eV

(7)
DFT (the ωB97M-V functional and the def2-TZVPD basis) results for C35H37N5P2PtSeTe as an isolated structure.

Atoms and positions in Å:
Pt 0.37 -0.53 -0.03
N -0.53 1.29 1.00
C 0.55 2.12 1.55
C 1.54 1.22 2.27
N 2.03 0.14 1.38
C 3.27 0.45 0.64
C 2.97 1.06 -0.72
N 2.08 0.13 -1.45
H -1.14 1.81 0.38
H -1.09 0.90 1.75
H 0.17 2.87 2.25
H 1.01 2.66 0.72
H 1.05 0.75 3.12
H 2.37 1.82 2.65
H 2.22 -0.68 1.96
H 3.81 -0.49 0.49
H 3.92 1.12 1.21
H 3.91 1.23 -1.26
H 2.47 2.02 -0.63
H 2.59 -0.72 -1.68
H 1.75 0.53 -2.32
Te -4.00 -2.98 0.02
C -3.76 -4.91 0.78
C -4.61 -5.38 1.77
C -4.43 -6.69 2.20
N -3.48 -7.51 1.74
C -2.69 -7.03 0.77
C -2.79 -5.74 0.26
C -2.00 -2.52 -0.02
P -1.05 -2.23 1.50
C 0.61 -2.98 1.30
C 1.48 -2.97 2.41
C 2.79 -3.37 2.27
C 3.28 -3.79 1.03
C 2.43 -3.82 -0.06
C 1.10 -3.42 0.07
C -1.72 -3.13 2.92
C -2.59 -2.48 3.80
C -3.11 -3.16 4.89
C -2.75 -4.48 5.11
C -1.88 -5.13 4.24
C -1.36 -4.46 3.15
P -1.38 -1.39 -1.28
C -1.06 -2.37 -2.76
C 0.25 -2.51 -3.21
C 0.54 -3.33 -4.29
C -0.49 -4.01 -4.93
C -1.80 -3.86 -4.49
C -2.09 -3.04 -3.42
C -2.70 -0.22 -1.69
C -3.01 0.11 -3.01
C -4.04 1.01 -3.28
C -4.74 1.60 -2.24
C -4.42 1.29 -0.92
C -3.41 0.39 -0.64
H -5.39 -4.77 2.21
H -5.07 -7.10 2.98
H -1.94 -7.71 0.39
H -2.12 -5.42 -0.53
H 1.10 -2.66 3.38
H 3.44 -3.38 3.14
H 4.30 -4.12 0.93
H 2.79 -4.19 -1.02
H 0.42 -3.56 -0.76
H -2.86 -1.44 3.63
H -3.78 -2.66 5.57
H -3.14 -5.01 5.97
H -1.61 -6.17 4.41
H -0.68 -4.97 2.48
H 1.05 -1.98 -2.72
H 1.56 -3.44 -4.64
H -0.27 -4.66 -5.77
H -2.61 -4.38 -5.00
H -3.12 -2.92 -3.09
H -2.46 -0.34 -3.83
H -4.28 1.25 -4.30
H -5.53 2.30 -2.46
H -4.97 1.76 -0.11
H -3.18 0.14 0.39
Se -0.33 2.57 -2.18
C -1.73 3.38 -2.95
N -2.65 3.88 -3.45

Results
* energy relative to the best compared isomer or geometry (same formula, charge and spin): 0.000 eV
* electronic energy: -138793.43559 eV
* orbital gap (alpha / beta): 7.62 / 5.21 eV
* 2S+1: 5
* net charge: +2
* <S²>: 6.032

(8)
DFT (the ωB97M-V functional and the def2-TZVPD basis) results for an isolated molecule of C3H6O4.

Atoms and positions in Å:
C 1.06 -0.08 0.58
C -0.12 0.65 0.27
C -1.36 -0.36 -0.08
H 2.02 -0.40 -1.22
H 0.61 -0.96 1.17
H 2.03 0.40 1.04
H -0.89 1.00 1.26
H -0.98 1.82 -1.01
H -0.03 -1.41 -0.43
O 1.32 -0.97 -0.53
O -0.03 1.86 -0.64
O -1.08 -1.58 -0.41
O -2.53 0.03 0.01

Results
* energy relative to the best compared isomer or geometry (same formula, charge and spin): 3.708 eV
* SMILES string: O=C(O)[C@H](O)CO
* electronic energy: -11394.98463 eV
* orbital gap: 10.20 eV

Calculated largest force on an atom, 0.0517; 0.1394; 0.0935; 0.0818; 0.0441; 0.2360; 0.0143; 0.1552 hartree/bohr (same order as the records).